(1)
Molecular formula: C2H4F2S
Method: DFT, ωB97M-V with the def2-TZVPD basis set

## Properties
gap between HOMO and LUMO	10.30	eV
total charge	0
E_HOMO	-9.580	eV
LUMO energy	0.72	eV

Cartesian coordinates (Å):
1 C 0.9170 0.2845 0.4788
2 S -1.8873 0.3645 0.1975
3 C -0.3063 -0.3405 -0.1847
4 H 0.8092 0.5670 1.5309
5 F 1.1314 1.4635 -0.1794
6 H -0.1450 -1.3779 0.2025
7 F 2.0639 -0.3757 0.0763
8 H 0.0172 -0.4599 -1.2623
9 H -2.6000 -0.1254 -0.8594

Forces on atoms 1 to 6 (eV/Å):
-0.10 1.80 -2.39
-0.61 0.24 -0.30
2.61 -2.79 -0.35
0.58 -0.83 0.12
-0.33 1.38 0.21
-0.98 0.31 -0.23

(2)
Molecular formula: C2H13O4S
Method: DFT, ωB97M-V with the def2-TZVPD basis set

## Properties
gap between HOMO and LUMO	7.42	eV
total charge	-1
E_HOMO	-3.827	eV
LUMO energy	3.59	eV

Cartesian coordinates (Å):
1 O -0.2625 -2.1179 2.2387
2 H 2.0811 0.8515 2.1668
3 H -0.2204 -2.3194 -1.4885
4 H 1.6654 1.9069 -1.5630
5 H -1.4050 0.4381 0.9540
6 H 0.5230 2.4672 -2.6984
7 S 0.5829 -0.2668 -0.1485
8 C 0.9004 1.5291 -2.2439
9 H -0.7264 -3.2377 -0.4716
10 H 0.2589 -1.7545 2.9604
11 H -2.1294 -0.0475 2.1840
12 C -0.1428 0.6723 -1.5547
13 H -0.9279 1.3065 -1.1509
14 H -0.1610 -1.4450 1.5431
15 H 1.3788 1.0429 -3.0994
16 H -0.6530 0.0056 -2.2563
17 O -2.1835 0.6342 1.5079
18 O -0.9773 -2.9183 -1.3462
19 H 0.7755 1.6114 2.0042
20 O 1.6232 1.6413 2.4624

Forces on atoms 1 to 6 (eV/Å):
-0.08 -0.12 0.53
-0.15 -0.07 -0.39
-0.38 0.23 0.03
0.04 -0.45 0.13
0.15 -0.12 -0.12
-0.48 -0.36 0.17

(3)
Molecular formula: C3H6N2O
Method: DFT, ωB97M-V with the def2-TZVPD basis set

## Properties
gap between HOMO and LUMO (alpha / beta)	8.53 / 8.30	eV
total charge	0
E_HOMO (alpha / beta)	-8.386 / -8.589	eV
LUMO energy (alpha / beta)	0.14 / -0.29	eV

Cartesian coordinates (Å):
1 H -1.4665 1.8301 -1.5426
2 H 1.1737 -2.2877 0.8692
3 C 0.1155 -2.0534 0.5839
4 C 0.0979 1.8918 -0.2061
5 H -0.4631 -2.0659 1.5050
6 H 0.0793 2.9667 -0.0237
7 H -0.5554 0.3217 -1.5678
8 H -0.2471 -2.5984 -0.2143
9 N 0.1474 -0.7259 0.1829
10 C -0.7064 1.3115 -1.1001
11 O 0.8358 0.0877 0.8873
12 N 0.9890 1.3217 0.6264

Forces on atoms 1 to 6 (eV/Å):
-1.77 1.83 -1.04
-0.73 -0.64 -0.22
2.58 1.06 3.67
0.22 0.50 0.05
-0.41 -0.90 0.13
-0.16 -0.18 -0.14

(4)
Molecular formula: C5H7NO
Method: DFT, ωB97M-V with the def2-TZVPD basis set

## Properties
gap between HOMO and LUMO	10.75	eV
total charge	0
E_HOMO	-9.750	eV
LUMO energy	1.00	eV

Cartesian coordinates (Å):
1 H -1.3803 -0.9309 -2.0510
2 H 1.3354 0.5443 0.8914
3 H -1.0985 -1.9409 -0.6071
4 N -1.2476 1.5230 1.4760
5 O -1.7072 0.0062 -0.2490
6 H -0.1533 1.5174 -1.6582
7 H -2.2642 1.5869 1.5116
8 C 0.5324 0.4835 0.1670
9 H 1.6652 1.3114 -1.5721
10 C -0.8753 0.7100 0.5862
11 C 0.4767 -0.4908 -0.9707
12 H 1.2710 -1.2072 -1.1541
13 C 0.6904 0.9612 -1.2549
14 C -0.9678 -0.9406 -1.0372

Forces on atoms 1 to 6 (eV/Å):
0.01 0.04 0.16
-0.16 0.07 -0.14
0.03 0.14 -0.05
-0.07 -0.26 -0.24
-0.04 0.04 0.14
0.21 -0.03 -0.01

(5)
Molecular formula: C21H24N6O2S
Method: DFT, ωB97M-V with the def2-TZVPD basis set

## Properties
gap between HOMO and LUMO	8.58	eV
total charge	0
E_HOMO	-8.511	eV
LUMO energy	0.07	eV

Cartesian coordinates (Å):
1 O 2.0082 -2.5422 -1.8670
2 C 1.4941 -1.4512 -1.7013
3 H -4.1097 1.7792 1.5290
4 C 2.6687 2.1360 -1.3223
5 H -3.2383 -0.6053 -1.4258
6 H 3.8168 -1.4337 -0.5095
7 H -1.7811 -3.6714 -0.2934
8 H -3.5330 0.1660 1.9995
9 N 0.1891 -0.5059 1.1367
10 C -5.1377 0.1471 0.5162
11 C 1.7109 -2.2856 1.7579
12 H -5.5905 -0.0715 -1.6164
13 C -0.7356 -2.4044 -1.7099
14 C -1.6741 1.3092 0.1396
15 H -0.1627 -3.2532 -2.0931
16 C -1.2487 1.8319 1.5017
17 H 4.0743 3.7050 0.5912
18 C 2.6030 -1.3530 2.3252
19 H -5.0997 -0.9393 0.6009
20 C -0.0499 -2.8647 0.6146
21 H -5.3237 1.5947 -1.0789
22 N 1.7109 -3.5940 1.6278
23 H 5.5840 2.8329 0.2947
24 N -2.9225 0.8165 0.0881
25 C -3.5099 0.4287 -1.1876
26 N 0.5727 -1.7782 1.1401
27 C 4.2616 0.6589 -0.3270
28 H -6.0574 0.4995 0.9773
29 H -3.1272 1.0765 -1.9779
30 C 1.0292 0.3381 1.6602
31 H 5.1857 0.4941 0.2093
32 C -5.0087 0.5589 -0.9488
33 H 3.5096 -1.7049 2.7881
34 C 2.2766 -0.0346 2.2416
35 H -1.6569 2.8328 1.6519
36 C 3.5003 -0.4231 -0.7248
37 C -1.2238 -2.7362 -0.2789
38 C 3.8477 1.9546 -0.6065
39 N 0.6394 -3.9369 0.9236
40 H -1.5860 1.1769 2.3033
41 H 4.8483 3.8061 -0.9861
42 C -3.8971 0.7681 1.1620
43 H 0.9932 1.2339 -2.2769
44 C 1.8986 1.0604 -1.7186
45 S 0.5506 2.0177 1.6814
46 H 2.3466 3.1385 -1.5644
47 N 0.1463 -1.2665 -1.7346
48 H -0.2311 -0.3615 -1.4785
49 H -1.5959 -2.2197 -2.3596
50 H 2.9142 0.7432 2.6273
51 C 4.6408 3.1406 -0.1498
52 O -0.9613 1.3510 -0.8459
53 C 2.2976 -0.2336 -1.3987
54 H -1.8563 -1.9262 0.0928

Forces on atoms 1 to 6 (eV/Å):
0.20 -0.16 0.10
-0.22 0.03 -0.22
-0.03 -0.09 0.04
0.05 -0.02 -0.02
0.00 0.03 -0.07
0.00 -0.09 0.00

(6)
Molecular formula: C2HNO3
Method: DFT, ωB97M-V with the def2-TZVPD basis set

## Properties
gap between HOMO and LUMO	10.73	eV
total charge	0
E_HOMO	-10.841	eV
LUMO energy	-0.12	eV

Cartesian coordinates (Å):
1 C -1.0701 -0.1013 -0.0022
2 C 1.2910 -0.0251 -0.0305
3 H -0.3222 -0.9061 0.1740
4 N 0.7867 1.0645 0.1695
5 O -0.5778 1.1283 0.1443
6 O -2.2055 -0.3222 -0.2631
7 O 2.0979 -0.8381 -0.1920

Forces on atoms 1 to 6 (eV/Å):
-2.17 -1.07 -0.11
2.79 -0.34 -0.14
-0.28 0.02 -0.01
0.13 1.47 0.35
-0.73 0.61 -0.02
0.24 0.10 0.08